# C23H54NO19S4

A cluster of 7 separate species, C23H54NO19S4 in total in a non-equilibrium geometry (the ωB97M-V functional and the def2-TZVPD basis, the Open Molecules 2025 dataset).

Cartesian coordinates (Å):
C 37.7190 39.3760 13.6170
N 37.8070 38.1990 12.7470
C 37.2800 38.6420 11.3500
C 39.1970 37.7450 12.5560
C 36.8650 37.2260 13.3140
C 36.6920 35.7660 12.7410
O 36.0420 35.0270 13.6830
H 36.7810 39.8070 13.6480
H 38.3790 40.3760 13.1730
H 37.7920 39.0950 14.7930
H 37.2550 37.6320 10.8440
H 37.8300 39.5450 11.0230
H 36.3300 38.9290 11.4600
H 39.0910 36.8880 11.8180
H 39.7510 37.5860 13.5150
H 39.6840 38.5220 12.0770
H 35.7240 37.6860 13.7630
H 37.4530 36.8580 14.1810
H 37.5930 35.1650 12.3470
H 35.7070 35.7420 12.1790
H 35.9990 34.3470 13.2460
O 33.1020 35.3170 16.9250
S 32.4330 35.5230 15.7410
O 33.1140 36.3290 14.6930
O 32.2020 34.0780 15.0310
C 33.4690 33.3920 14.6620
C 33.1230 31.9490 14.7100
C 30.6910 35.8750 16.0590
H 34.2480 33.6310 15.3300
H 33.7390 33.7070 13.6090
H 32.1970 31.8850 13.9910
H 32.9210 31.6310 15.9730
H 33.9280 31.2550 14.2200
H 30.4460 35.0860 16.8970
H 29.9790 35.4890 15.3720
H 30.5520 36.9180 16.5640
O 38.8590 35.2680 7.3650
S 38.1250 34.9200 8.5820
O 38.0030 35.6890 9.7320
O 36.5040 34.7180 8.1970
C 35.9380 36.0400 7.8360
C 34.5330 35.7080 7.0760
C 38.5550 33.2220 9.0140
H 36.5650 36.4590 7.4090
H 35.7180 36.5750 8.8400
H 34.1740 36.5670 6.5570
H 33.7410 35.2470 7.5500
H 34.7290 34.9150 6.3570
H 38.5210 33.2090 10.0150
H 39.4080 32.8580 8.6550
H 37.6740 32.5490 8.5770
O 38.0280 36.7360 16.8090
S 38.6660 35.6780 17.5010
O 38.7360 35.8240 18.9470
O 37.8030 34.2060 17.1040
C 36.5270 34.1300 17.7580
C 36.0570 32.6950 17.3950
C 40.1900 35.3160 16.8900
H 35.9590 34.7900 17.4270
H 36.4950 34.1930 18.8410
H 35.0400 32.3360 17.5410
H 36.6300 31.7890 17.8240
H 36.4180 32.4730 16.4900
H 40.6890 36.1120 16.7560
H 40.0290 35.0140 15.7460
H 40.8340 34.5140 17.4420
O 35.5790 32.6030 12.3720
S 35.3150 31.7340 11.2630
O 36.4430 31.2600 10.4790
O 34.6650 30.3760 11.9950
C 35.5600 29.4370 12.6500
C 34.8290 28.2360 13.3400
C 34.2590 32.5360 10.2040
H 36.2910 29.8480 13.3540
H 36.0850 29.0260 11.8820
H 34.0170 27.8040 12.5730
H 34.2860 28.3490 14.3110
H 35.5130 27.6390 13.5980
H 33.8510 32.0060 9.4080
H 34.7190 33.4000 9.8750
H 33.4520 32.6570 10.9210
C 35.0150 38.2300 16.7010
C 35.5410 38.3510 18.1330
O 36.1730 39.5890 18.0780
C 36.1070 40.1060 16.7710
O 36.6260 41.1930 16.4140
O 35.4870 39.4270 15.9860
H 34.0010 38.0490 16.7330
H 35.4260 37.3930 16.3870
H 36.1740 37.4560 18.2900
H 34.6970 38.3230 19.0690
C 32.2710 35.6020 11.5600
C 31.2830 36.6910 11.4260
O 30.6160 36.3790 10.1610
C 31.2940 35.3850 9.6270
O 30.9960 34.9510 8.5550
O 32.2520 34.9450 10.2830
H 32.0480 34.8190 12.3700
H 33.3610 36.0490 11.6760
H 31.7490 37.6650 11.2520
H 30.6590 36.5510 12.3250

- charge = +1
- total energy (eV) = -108437.0642
- energy above the lowest of the compared OMol25 structures with the same formula, charge and spin (kJ/mol) = 224.54
- orbital gap (eV) = 10.41
- largest force on an atom (Eh/bohr) = 0.3481